The following is a DFT calculation (the ωB97M-V functional and the def2-TZVPD basis) of C34H55Br2IrN5O2P2S3 as an isolated structure in a non-equilibrium geometry.

Summary:
- Net charge: -1
- Orbital gap: 6.01 eV
- Molar mass: 1076.021 g mol⁻¹
- Multiplicity: 1

Atoms and positions in Å:
Ir  -0.457  0.053  -0.287
Br  3.766  1.326  2.562
C  2.709  -0.242  2.594
C  3.029  -1.259  3.497
C  2.301  -2.416  3.525
Br  2.813  -3.791  4.738
C  1.185  -2.595  2.674
C  0.370  -3.751  2.635
C  -0.693  -3.793  1.786
C  -0.992  -2.680  0.977
N  -0.251  -1.598  0.986
C  0.854  -1.544  1.796
C  1.657  -0.348  1.680
O  1.390  0.511  0.774
H  3.865  -1.127  4.170
H  0.599  -4.586  3.283
H  -1.330  -4.665  1.735
H  -1.863  -2.649  0.330
S  -3.262  -1.539  -1.232
C  -2.094  -0.360  -1.339
S  -2.232  0.829  -2.552
S  -0.433  1.735  -2.010
O  0.615  -1.311  -1.634
P  1.595  -1.720  -2.672
N  1.349  -1.047  -4.164
C  2.003  0.178  -4.645
C  1.249  0.474  -5.934
C  -0.192  0.142  -5.547
C  -0.050  -1.096  -4.662
N  1.450  -3.354  -2.852
C  0.214  -4.062  -2.485
C  -0.067  -5.024  -3.660
C  1.006  -4.720  -4.719
C  2.135  -4.067  -3.922
N  3.203  -1.440  -2.356
C  3.959  -2.452  -1.578
C  4.389  -1.733  -0.308
C  4.642  -0.315  -0.806
C  3.510  -0.083  -1.803
H  3.068  -0.002  -4.798
H  1.870  1.008  -3.945
H  1.597  -0.188  -6.731
H  1.378  1.508  -6.255
H  -0.839  -0.042  -6.404
H  -0.613  0.959  -4.961
H  -0.198  -2.015  -5.238
H  -0.773  -1.085  -3.844
H  -0.594  -3.351  -2.311
H  0.359  -4.620  -1.555
H  -1.074  -4.886  -4.050
H  0.016  -6.059  -3.324
H  0.631  -4.017  -5.463
H  1.337  -5.618  -5.241
H  2.734  -3.374  -4.514
H  2.805  -4.828  -3.501
H  4.832  -2.766  -2.159
H  3.347  -3.331  -1.382
H  5.262  -2.193  0.156
H  3.571  -1.738  0.413
H  5.608  -0.273  -1.318
H  4.635  0.431  -0.013
H  3.804  0.599  -2.600
H  2.635  0.331  -1.294
C  0.183  2.039  3.818
C  -1.317  1.743  3.729
C  -1.471  0.222  3.866
C  -2.010  2.437  4.906
P  -1.900  2.219  1.959
N  -1.550  1.180  0.919
C  -1.195  3.957  1.582
C  -1.963  4.496  0.368
C  0.261  3.788  1.122
C  -1.262  4.997  2.705
C  -3.805  2.341  2.009
C  -4.335  1.056  2.660
C  -4.402  3.553  2.731
C  -4.324  2.304  0.565
H  0.594  1.545  4.705
H  0.394  3.102  3.910
H  0.708  1.657  2.944
H  -0.801  -0.139  4.655
H  -1.206  -0.269  2.931
H  -2.484  -0.077  4.130
H  -1.540  2.112  5.841
H  -3.068  2.187  4.974
H  -1.920  3.523  4.856
H  -1.988  3.756  -0.433
H  -1.441  5.383  -0.010
H  -2.979  4.798  0.617
H  0.372  2.908  0.489
H  0.965  3.707  1.947
H  0.546  4.666  0.532
H  -2.273  5.145  3.083
H  -0.911  5.961  2.317
H  -0.619  4.738  3.546
H  -4.192  1.034  3.740
H  -3.858  0.182  2.214
H  -5.411  0.986  2.471
H  -4.049  3.651  3.757
H  -5.491  3.442  2.765
H  -4.190  4.484  2.206
H  -3.850  1.490  0.017
H  -4.150  3.229  0.021
H  -5.405  2.128  0.589

***

The following is a DFT calculation (the ωB97M-V functional and the def2-TZVPD basis) of C34H55BrEuN3OP2 as an isolated structure in a non-equilibrium geometry.

Summary:
- Net charge: +1
- <S²>: 15.76
- Orbital gap (alpha / beta): 5.91 / 5.94 eV
- Molar mass: 815.650 g mol⁻¹
- Multiplicity: 8

Atoms and positions in Å:
C  -1.267  0.218  -3.099
C  -1.801  1.457  -1.218
C  -1.871  1.179  -3.900
C  -2.358  2.502  -1.970
C  -2.359  2.359  -3.345
H  -1.909  0.960  -4.953
H  -2.789  3.366  -1.453
H  -2.734  3.162  -3.962
N  -1.226  0.362  -1.773
P  0.618  -1.836  -2.618
P  -1.336  2.042  2.038
C  -0.681  -1.056  -3.695
H  -1.490  -1.781  -3.869
H  -0.284  -0.814  -4.687
C  -2.131  1.394  0.226
H  -2.840  2.176  0.379
C  -2.966  2.769  2.771
C  0.284  2.544  2.553
C  0.025  -3.621  -2.284
C  2.110  -1.659  -3.718
C  -3.468  1.684  3.753
H  -2.746  1.522  4.570
H  -4.423  2.003  4.204
H  -3.628  0.710  3.267
C  -2.639  4.064  3.512
H  -1.903  3.949  4.314
H  -2.304  4.835  2.806
H  -3.577  4.413  3.964
C  -4.093  3.198  1.768
H  -5.059  3.285  2.290
H  -3.848  4.158  1.292
H  -4.295  2.505  0.950
C  0.342  2.242  4.065
H  0.317  1.159  4.258
H  1.280  2.650  4.465
H  -0.490  2.707  4.614
C  1.401  1.784  1.790
H  1.391  0.707  2.026
H  1.334  1.976  0.702
H  2.374  2.174  2.122
C  0.404  4.037  2.220
H  -0.281  4.654  2.812
H  1.432  4.343  2.456
H  0.216  4.207  1.149
C  3.342  -2.308  -3.056
H  4.194  -2.208  -3.747
H  3.612  -1.811  -2.114
H  3.197  -3.379  -2.862
C  2.349  -0.136  -3.856
H  1.469  0.385  -4.257
H  2.616  0.319  -2.890
H  3.185  0.031  -4.554
C  1.892  -2.274  -5.106
H  2.784  -2.069  -5.719
H  1.775  -3.361  -5.060
H  1.025  -1.856  -5.629
C  -1.508  -3.705  -2.352
H  -1.874  -3.675  -3.388
H  -1.822  -4.671  -1.927
H  -2.004  -2.911  -1.779
C  0.506  -3.978  -0.859
H  -0.002  -3.378  -0.080
H  0.262  -5.032  -0.663
H  1.595  -3.860  -0.740
C  0.590  -4.602  -3.312
H  0.220  -4.380  -4.322
H  1.686  -4.641  -3.318
H  0.230  -5.610  -3.057
Eu  0.436  -0.559  0.075
C  3.279  0.111  -0.570
O  4.369  0.466  -0.663
N  -1.474  -0.707  1.167
C  -2.410  0.097  0.779
C  -3.849  -0.487  0.772
C  -5.064  0.446  0.744
C  -3.870  -1.291  -0.512
C  -4.023  -1.452  1.948
H  -5.249  0.982  1.695
H  -5.101  1.134  -0.126
H  -5.940  -0.221  0.627
H  -3.074  -2.034  -0.406
H  -4.848  -1.781  -0.633
H  -3.642  -0.656  -1.377
H  -4.830  -2.147  1.703
H  -3.075  -1.984  2.075
H  -4.280  -0.945  2.880
Br  -0.072  -2.527  5.966
C  0.962  -2.444  4.376
C  2.176  -3.137  4.274
C  2.939  -3.001  3.107
C  2.469  -2.163  2.086
N  1.308  -1.489  2.216
C  0.525  -1.658  3.309
H  2.511  -3.761  5.096
H  3.890  -3.517  2.974
H  3.029  -2.015  1.148
H  -0.438  -1.164  3.279